Here is 3 unconnected molecules or ions with the total composition C25H42N2O6PS2 at a distorted geometry from the OMol25 dataset. Energies are from ωB97M-V with the def2-TZVPD basis set.

Structure (ORCA input):
```
! wB97M-V def2-TZVPD RIJCOSX def2/J DEFGRID3
* xyz -1 1
N -2.60633 4.65478 -1.29024
C -1.73648 5.59615 -0.52878
O -2.28966 5.80622 0.80514
P -1.09474 6.71835 1.71983
C 0.11903 7.83906 2.71922
O -0.57473 8.86227 3.51008
O -1.25498 9.69727 2.68710
O 0.24263 6.07189 0.75832
C -0.15141 5.20463 -0.34832
C 0.09478 3.60572 -0.14465
C 0.94933 3.00991 -1.36563
C 0.54559 1.52936 -1.82659
S 0.09186 0.37205 -0.44823
C 1.30707 -1.01199 -0.44870
S 2.94527 -0.60862 -0.62360
N 0.99593 -2.44954 -0.27713
C 0.59655 -2.78917 1.10651
C -0.41943 -3.94560 1.43477
C -0.86745 -4.27806 2.90691
C -0.23871 -3.44748 4.05178
C 0.76369 -2.31310 3.72522
C 1.21975 -1.96918 2.27832
C 0.03955 -2.96106 -1.27900
C 0.50726 -4.06982 -2.29216
C -0.46813 -4.69969 -3.35702
C -1.96737 -4.18753 -3.39334
C -2.46388 -3.06875 -2.40291
C -1.44100 -2.50965 -1.38932
H -3.24355 5.22985 -1.87541
H -3.16033 4.10689 -0.60982
H -1.71200 6.53600 -1.20728
H -0.83796 5.59726 2.59765
H -2.17546 7.08136 2.64108
H -1.38235 7.80654 0.79062
H 0.74177 7.18510 3.42833
H 0.77764 8.36574 1.92026
H -2.17024 9.35844 2.54944
H 0.27630 5.57736 -1.36007
H 0.70732 3.44695 0.81819
H -0.94114 3.14710 -0.00758
H 0.73942 3.69889 -2.27428
H 2.06760 3.12713 -1.14431
H -0.29942 1.51933 -2.59276
H 1.47772 1.08591 -2.35344
H -0.89599 -4.60099 0.61770
H -1.63674 -5.10829 3.09641
H -0.54640 -3.69654 5.12397
H 1.19423 -1.68784 4.58057
H 1.96714 -1.12053 2.14954
H 1.59072 -4.46380 -2.27836
H -0.06500 -5.52908 -4.04483
H -2.74478 -4.61958 -4.11940
H -3.55669 -2.71720 -2.45898
H -1.78644 -1.70745 -0.64460
C -1.74594 -6.14896 -8.64028
C -1.07079 -6.53259 -7.33292
C -1.00946 -8.04264 -7.16402
O -1.79090 -5.96228 -6.24225
H -2.77749 -6.51520 -8.66917
H -1.79344 -5.06155 -8.74307
H -1.20645 -6.55831 -9.49841
H -0.05907 -6.11838 -7.30651
H -2.01545 -8.47426 -7.14185
H -0.53242 -8.30384 -6.21542
H -0.44787 -8.50868 -7.97792
H -2.68777 -6.32280 -6.25802
C 3.34471 1.99044 7.45346
C 2.88931 0.59820 7.04505
C 4.01328 -0.17793 6.37608
O 1.78700 0.70449 6.14751
H 3.65673 2.57123 6.57949
H 2.52437 2.54056 7.92209
H 4.18052 1.94220 8.15666
H 2.53975 0.05269 7.92617
H 4.34842 0.32782 5.46477
H 3.66887 -1.17207 6.07753
H 4.86907 -0.29116 7.04697
H 2.08567 1.18601 5.36383
*
```

Output
DFT total energy = -72817.12295 eV

=====

Here is 2 unconnected molecules or ions with the total composition C5H12ClNS at a distorted geometry from the OMol25 dataset. Energies are from ωB97M-V with the def2-TZVPD basis set.

Structure (ORCA input):
```
! wB97M-V def2-TZVPD RIJCOSX def2/J DEFGRID3
* xyz 0 1
C -0.28266 0.36231 -1.61862
C 1.09752 1.04584 0.30572
C -2.11118 0.83571 1.27964
C 0.81450 -1.53347 -0.32882
C 0.48735 -0.10364 -0.37956
N -1.65593 -0.50559 1.04494
S 2.33819 -1.85308 -1.45428
Cl -0.74901 -0.97541 2.46485
H -0.98230 -0.40595 -1.98893
H -0.85130 1.23705 -1.58112
H 0.38747 0.56322 -2.36601
H 1.59647 1.66753 -0.44411
H 1.81668 0.98684 1.13102
H 0.05961 1.62810 0.70714
H -1.30228 1.54933 0.95826
H -2.99645 0.95715 0.56724
H -2.16980 1.00240 2.33851
H 0.09060 -2.17819 -0.72056
H 1.17956 -1.91464 0.66367
H 3.23296 -2.36549 -0.57898
*
```

Output
DFT total energy = -30222.49290 eV

=====

Here is C18H15N5S in the gas phase at a distorted geometry from the OMol25 dataset. Energies are from ωB97M-V with the def2-TZVPD basis set.

Structure (ORCA input):
```
! wB97M-V def2-TZVPD RIJCOSX def2/J DEFGRID3
* xyz 0 1
C 2.98840 -0.24813 -1.59975
C 2.81784 0.76177 -0.50671
C 3.77573 1.74233 -0.27970
C 3.61564 2.65704 0.74558
C 2.49423 2.61036 1.55418
C 1.52039 1.64389 1.33619
C 0.29834 1.59790 2.19477
S 0.29521 0.16175 3.34101
C -0.64193 -1.02715 2.47830
C -0.90405 -2.25500 3.15924
C -1.64969 -3.20909 2.54353
C -2.11920 -2.93039 1.24448
N -2.83744 -3.62428 0.38602
N -2.97983 -2.89757 -0.70480
C -2.36272 -1.73705 -0.56348
C -2.30925 -0.71731 -1.58478
C -1.64853 0.49936 -1.42146
C -1.63904 1.39895 -2.47311
C -2.29497 1.05528 -3.64540
N -2.93279 -0.09389 -3.80878
C -2.94022 -0.95402 -2.81355
N -1.79136 -1.70314 0.67774
N -1.07048 -0.75554 1.27628
C 1.69932 0.72173 0.31296
H 3.45609 -1.15002 -1.20316
H 3.62364 0.14001 -2.39214
H 2.02588 -0.52801 -2.02310
H 4.65234 1.78785 -0.90945
H 4.36815 3.41272 0.91579
H 2.37089 3.32875 2.35157
H 0.23929 2.46997 2.84506
H -0.61618 1.50194 1.61199
H -0.50268 -2.38426 4.15071
H -1.89218 -4.15558 2.99661
H -1.15193 0.73470 -0.49407
H -1.13059 2.34648 -2.38087
H -2.31547 1.72557 -4.49455
H -3.46495 -1.88498 -2.97405
H 0.95413 -0.04295 0.15090
*
```

Output
DFT total energy = -37194.33388 eV
SMILES = Cc1cccc(CSc2ccc3nnc(-c4cccnc4)n3n2)c1

=====

Here is 2 unconnected molecules or ions with the total composition C5H10N2O at a distorted geometry from the OMol25 dataset. Energies are from ωB97M-V with the def2-TZVPD basis set.

Structure (ORCA input):
```
! wB97M-V def2-TZVPD RIJCOSX def2/J DEFGRID3
* xyz 0 1
C -0.46996 -0.07813 -1.89100
C 1.62658 0.08354 1.32417
C 0.49918 0.28466 -0.95818
C -1.19654 -0.05699 0.29411
N -1.74300 -1.29265 0.48626
C 0.87538 -0.50268 0.16539
O 0.77730 1.61733 -0.93788
N -1.58333 1.03205 0.76300
H 1.38180 1.81291 -0.21191
H -1.18193 -2.07896 0.20804
H -2.71429 -1.35218 0.20977
H -1.25508 1.88398 0.32540
H -0.66364 -1.12055 -2.08641
H -0.75233 0.63630 -2.64965
H 0.94033 -1.57062 0.00303
H 1.05821 0.89743 1.79930
H 2.61913 0.47896 1.06431
H 1.78220 -0.67439 2.09224
*
```

Output
DFT total energy = -10370.98637 eV

=====

Here is 2 unconnected molecules or ions with the total composition C4H6O from the OMol25 dataset. Energies are from ωB97M-V with the def2-TZVPD basis set.

Structure (ORCA input):
```
! wB97M-V def2-TZVPD RIJCOSX def2/J DEFGRID3
* xyz 0 1
C 0.91406 -0.25899 0.64722
C 0.48257 0.90802 0.05511
C -0.99977 1.05165 -0.00718
O -1.45789 -0.15973 0.60707
C -0.35775 -0.81604 0.93156
H 1.11829 1.69098 -0.35853
H -1.40448 1.88755 0.57230
H -1.41126 1.08044 -1.02142
H -0.58584 -1.77025 1.40599
H 1.88382 -1.99263 -1.77098
H 1.83830 -1.62571 -1.12054
*
```

Output
DFT total energy = -6287.97037 eV
SMILES = C1=CCOC=1.[H][H]

=====

Here is a molecular structure, C8H9N2O2S2 at a distorted geometry from the OMol25 dataset. Energies are from ωB97M-V with the def2-TZVPD basis set.

Structure (ORCA input):
```
! wB97M-V def2-TZVPD RIJCOSX def2/J DEFGRID3
* xyz -1 1
C 0.18168 -1.54366 -0.51972
C 1.02031 -1.65320 0.68879
C 1.33794 0.68197 -0.82577
C 1.90387 0.58650 0.37888
C -4.25912 -0.19332 0.31258
C 0.56219 -0.41954 -1.46957
C 1.78982 -0.65414 1.12793
C 2.64050 1.74083 0.99714
N -3.10580 0.57966 -0.42019
N -1.96404 0.03516 -0.49602
O -5.31375 0.37708 0.31830
O -3.83187 -1.26040 0.73611
S -3.39447 2.03299 -1.09352
S -1.64018 -1.41442 0.12912
H 0.14097 -2.50031 -1.04495
H 0.92215 -2.56832 1.25700
H 1.43354 1.58966 -1.40738
H 1.13789 -0.81550 -2.31685
H -0.35818 0.00975 -1.87689
H 2.34205 -0.73893 2.05428
H 3.45412 1.39825 1.63588
H 1.95502 2.33361 1.60754
H 3.04535 2.39629 0.22731
*
```

Output
DFT total energy = -37186.99691 eV